[1]
The following is a DFT calculation (ωB97M-V/def2-TZVPD) of an isolated molecule of C43H33F6N3O2S at a distorted geometry.

```
88
Properties=species:S:1:pos:R:3:mulliken_charge:R:1
N 0.713 -1.418 2.996 -0.741
C 0.088 -0.435 2.764 -0.355
C -0.610 0.830 2.348 1.338
C -1.802 1.021 3.429 -0.938
C -2.353 -0.118 4.037 -0.014
C -3.633 -0.128 4.599 -0.521
C -4.359 1.067 4.622 -0.604
C -3.740 2.274 4.256 -0.721
C -2.466 2.253 3.693 -0.415
C -0.616 0.846 0.780 1.405
C 0.689 0.945 0.033 0.020
C 1.339 2.188 -0.202 -0.639
C 2.538 2.237 -0.914 -0.470
C 3.159 1.048 -1.382 1.348
N 4.396 1.151 -1.985 0.711
C 5.341 0.016 -2.034 -1.071
C 6.000 -0.157 -0.702 1.074
F 6.968 -1.108 -0.679 -0.300
F 5.062 -0.501 0.248 -0.228
F 6.551 1.027 -0.270 -0.269
C 4.699 2.261 -2.821 -0.898
C 4.371 2.230 -4.195 -0.183
C 4.821 3.257 -5.027 -0.718
C 5.631 4.277 -4.512 -0.379
C 5.946 4.307 -3.151 -0.754
C 5.504 3.292 -2.305 0.171
C 2.568 -0.206 -1.080 -1.521
C 1.351 -0.241 -0.399 -0.196
C -1.558 -0.161 0.142 -0.547
C -2.746 -0.456 0.816 -0.710
C -3.681 -1.379 0.367 -1.077
C -3.601 -1.895 -0.954 1.876
N -4.562 -2.747 -1.475 0.340
C -5.535 -3.413 -0.583 -1.062
C -4.914 -4.668 -0.044 0.971
F -5.684 -5.335 0.856 -0.293
F -4.632 -5.534 -1.076 -0.262
F -3.706 -4.390 0.552 -0.251
C -4.816 -2.977 -2.859 -0.315
C -3.956 -3.761 -3.664 0.112
C -4.306 -4.088 -4.982 -0.830
C -5.526 -3.655 -5.526 -0.295
C -6.401 -2.896 -4.729 -0.772
C -6.091 -2.631 -3.391 -0.213
C -2.458 -1.553 -1.705 -0.729
C -1.466 -0.722 -1.180 -1.398
S 0.437 2.136 3.472 1.590
O 0.515 3.324 2.611 -0.674
O -0.180 2.157 4.822 -0.636
C 2.086 1.474 3.908 0.028
C 2.486 1.538 5.253 -0.588
C 3.772 1.092 5.592 -0.491
C 4.667 0.667 4.607 -0.725
C 4.269 0.692 3.269 -0.372
C 2.969 1.073 2.901 0.369
H -1.770 -1.035 4.062 0.278
H -4.045 -1.074 4.987 0.427
H -5.429 1.077 4.857 0.357
H -4.247 3.235 4.427 0.406
H -2.039 3.236 3.490 0.371
H -1.132 1.919 0.815 0.480
H 0.828 3.122 0.080 0.395
H 3.003 3.205 -1.132 0.469
H 6.118 0.289 -2.758 0.418
H 4.849 -0.932 -2.294 0.377
H 3.748 1.409 -4.572 0.389
H 4.556 3.244 -6.086 0.367
H 6.007 5.063 -5.169 0.387
H 6.552 5.104 -2.727 0.374
H 5.742 3.262 -1.236 0.446
H 3.005 -1.130 -1.475 0.224
H 0.845 -1.215 -0.292 0.641
H -2.950 0.119 1.724 0.433
H -4.492 -1.631 1.043 0.252
H -5.802 -2.768 0.257 0.289
H -6.409 -3.700 -1.183 0.490
H -3.022 -4.129 -3.226 0.468
H -3.620 -4.691 -5.591 0.343
H -5.775 -3.885 -6.570 0.357
H -7.338 -2.518 -5.154 0.358
H -6.829 -2.126 -2.742 0.398
H -2.350 -1.962 -2.711 0.472
H -0.649 -0.448 -1.846 0.545
H 1.796 1.913 6.019 0.444
H 4.068 1.112 6.633 0.384
H 5.661 0.334 4.877 0.417
H 4.965 0.422 2.488 0.378
H 2.617 1.073 1.855 -0.013
```

Summary:
Orbital gap ... 8.34 eV
E_LUMO ... 0.48 eV
SMILES ... N#C[C@](c1ccccc1)(C(c1ccc(N(CC(F)(F)F)c2ccccc2)cc1)c1ccc(N(CC(F)(F)F)c2ccccc2)cc1)S(=O)(=O)c1ccccc1
Highest occupied orbital energy ... -7.9 eV

[2]
The following is a DFT calculation (ωB97M-V/def2-TZVPD) of a structure of composition C33H31As2N4ReS at a distorted geometry.

```
72
Properties=species:S:1:pos:R:3:mulliken_charge:R:1
Re -0.920 0.583 0.187 0.937
N -3.503 0.552 3.444 -0.286
C -3.038 0.843 2.238 0.586
S -2.893 -0.442 1.033 -0.226
N -2.775 2.111 1.915 -1.319
N -2.182 2.080 0.688 0.613
C -2.366 3.099 -0.115 -0.178
C -1.700 3.028 -1.356 0.694
C -1.933 3.753 -2.585 -0.975
C -1.002 3.722 -3.611 -0.418
C 0.150 2.874 -3.383 -1.059
C 0.134 2.029 -2.349 0.049
N -0.712 2.098 -1.304 0.120
H -3.422 -0.407 3.765 0.246
H -3.718 1.264 4.127 0.292
H -3.232 3.774 0.064 0.478
H -2.757 4.461 -2.558 0.464
H -1.231 4.160 -4.593 0.490
H 1.047 2.924 -4.040 0.457
H 0.902 1.251 -2.296 0.593
C 1.479 -2.168 0.015 -1.056
C 2.047 -1.274 1.125 -1.154
As 1.014 0.397 1.483 1.068
C 1.034 0.454 3.500 -0.388
C 2.080 -0.196 4.174 -0.268
C 2.009 -0.331 5.551 -1.023
C 1.016 0.331 6.275 -0.244
C 0.061 1.110 5.662 -1.051
C 0.064 1.141 4.270 0.235
C 2.250 1.933 1.227 0.036
C 2.641 2.800 2.247 -0.296
C 3.017 4.100 1.907 -0.756
C 3.074 4.491 0.567 -0.602
C 2.715 3.578 -0.507 -0.918
C 2.492 2.286 -0.093 -0.184
As -0.199 -1.538 -0.876 1.519
C 0.127 -1.662 -2.853 0.455
C -0.758 -1.107 -3.778 -0.235
C -0.764 -1.501 -5.130 -0.721
C 0.178 -2.384 -5.628 -0.501
C 1.126 -2.889 -4.752 -0.737
C 1.154 -2.462 -3.429 -0.563
C -1.343 -3.154 -0.868 0.532
C -2.230 -3.431 -1.896 -0.577
C -2.877 -4.704 -1.906 -0.737
C -2.542 -5.688 -0.947 -0.566
C -1.620 -5.361 0.063 -0.685
C -1.160 -4.058 0.162 -0.527
H 1.329 -3.209 0.375 0.766
H 2.162 -2.126 -0.799 0.353
H 3.100 -1.009 0.919 0.423
H 1.887 -1.750 2.102 0.575
H 2.919 -0.604 3.631 0.555
H 2.709 -0.954 6.064 0.454
H 1.002 0.299 7.408 0.348
H -0.548 1.757 6.264 0.481
H -0.612 1.805 3.745 0.582
H 2.693 2.435 3.275 0.501
H 3.290 4.864 2.655 0.415
H 3.455 5.417 0.281 0.486
H 2.673 3.839 -1.539 0.559
H 2.493 1.513 -0.870 0.583
H -1.474 -0.414 -3.370 0.573
H -1.532 -1.034 -5.750 0.421
H 0.094 -2.776 -6.628 0.442
H 1.936 -3.459 -5.138 0.461
H 2.016 -2.834 -2.828 0.250
H -2.551 -2.689 -2.611 0.442
H -3.504 -4.955 -2.697 0.505
H -2.869 -6.713 -1.078 0.408
H -1.209 -6.051 0.796 0.432
H -0.392 -3.818 0.956 0.373
```

Summary:
Orbital gap (spin up / spin down) ... 5.32 / 4.81 eV
E_LUMO (spin up / spin down) ... -11.25 / -11.77 eV
⟨S²⟩ ... 3.79
Charge ... +3
Spin multiplicity ... 4
Highest occupied orbital energy (spin up / spin down) ... -16.6 / -16.6 eV

[3]
The following is a DFT calculation (ωB97M-V/def2-TZVPD) of a structure of composition C3H27BeO11 at a distorted geometry.

```
42
Properties=species:S:1:pos:R:3:mulliken_charge:R:1
Be -20.823 -21.252 -2.348 -0.106
C -22.998 -21.890 0.677 -0.530
C -23.049 -21.663 -0.833 0.763
C -23.545 -20.335 -1.153 -0.718
O -21.743 -21.825 -1.276 -0.323
H -23.572 -21.264 1.378 0.351
H -21.970 -21.782 1.007 -0.635
H -23.343 -22.877 1.044 0.472
H -23.582 -22.499 -1.232 0.324
H -24.515 -20.161 -0.753 0.654
H -23.525 -20.130 -2.189 0.319
H -22.869 -19.572 -0.823 -0.872
O -20.783 -19.134 1.183 -0.542
H -20.211 -19.694 0.663 0.337
H -20.602 -18.264 0.882 0.298
O -21.566 -17.388 -0.940 -0.590
H -21.111 -16.582 -1.258 0.253
H -22.502 -17.177 -0.856 0.301
O -21.539 -20.966 3.781 -0.618
H -22.017 -20.135 3.759 0.334
H -21.069 -21.010 2.957 0.294
O -20.103 -22.944 2.151 -0.561
H -20.980 -23.108 1.979 0.329
H -19.647 -23.652 2.601 0.257
O -21.520 -21.353 -3.915 -0.176
H -21.943 -20.724 -4.528 0.366
H -21.290 -22.025 -4.559 0.353
O -19.334 -21.885 -2.353 -0.309
H -18.855 -21.398 -3.083 0.396
H -18.852 -21.568 -1.569 0.372
O -22.616 -19.138 -4.559 -0.604
H -21.889 -18.870 -5.119 0.308
H -23.429 -19.070 -4.944 0.259
O -19.027 -21.012 0.160 -0.910
H -18.688 -20.658 0.992 0.342
H -19.405 -21.862 0.363 0.327
O -23.355 -18.220 1.343 -0.629
H -22.427 -18.578 1.303 0.430
H -23.631 -18.543 0.474 0.312
O -20.579 -19.594 -2.082 -0.303
H -21.178 -18.852 -1.916 0.375
H -19.687 -19.246 -1.906 0.300
```

Summary:
Orbital gap ... 8.36 eV
E_LUMO ... -3.63 eV
Charge ... +1
Highest occupied orbital energy ... -12.0 eV

[4]
The following is a DFT calculation (ωB97M-V/def2-TZVPD) of a cluster of 7 separate species, C2H18O6 in total at a distorted geometry.

```
26
Properties=species:S:1:pos:R:3:mulliken_charge:R:1
C -3.733 5.926 -1.863 -0.794
C -2.875 4.789 -1.437 -0.828
H -3.188 6.556 -2.646 0.228
H -3.973 6.654 -1.104 0.297
H -4.567 5.534 -2.349 0.268
H -3.149 3.896 -2.141 0.197
H -1.840 5.046 -1.613 0.245
H -2.964 4.427 -0.534 0.388
O 2.652 2.288 0.256 -0.630
H 2.015 1.646 0.231 0.304
H 2.501 3.224 0.443 0.325
O 2.152 -2.720 0.757 -0.641
H 2.150 -3.705 0.617 0.321
H 1.674 -2.172 0.167 0.297
O -1.549 -3.122 1.758 -0.595
H -1.194 -3.375 2.545 0.296
H -2.499 -3.171 1.872 0.306
O 4.168 -4.811 1.857 -0.595
H 3.754 -4.358 1.224 0.298
H 4.572 -4.367 2.580 0.307
O -1.715 -0.219 -0.148 -0.738
H -1.504 -1.042 0.350 0.375
H -0.955 0.288 -0.219 0.298
O 0.426 -1.082 -1.483 -0.617
H -0.467 -0.943 -1.152 0.384
H 0.211 -1.103 -2.441 0.304
```

Summary:
Orbital gap ... 11.66 eV
E_LUMO ... 0.29 eV
SMILES ... CC.O.O.O.O.O.O
Highest occupied orbital energy ... -11.4 eV

[5]
The following is a DFT calculation (ωB97M-V/def2-TZVPD) of the ion C26H31N6O3 with charge +1 at a distorted geometry.

```
66
Properties=species:S:1:pos:R:3:mulliken_charge:R:1
C -4.759 2.418 3.564 -1.044
O -3.941 1.892 2.538 -0.439
C -2.604 2.073 2.601 0.559
C -1.950 2.732 3.638 -0.353
C -0.572 2.819 3.659 -1.465
C 0.178 2.257 2.646 -0.602
C -0.449 1.620 1.582 -0.285
C 0.409 1.099 0.439 1.735
C 0.383 2.132 -0.636 -2.309
N -0.707 2.548 -1.243 0.178
N -0.331 3.493 -2.090 -0.873
N 0.914 3.681 -2.038 -0.459
N 1.428 2.842 -1.138 0.979
C 2.852 2.784 -0.893 -0.996
C 3.213 3.055 0.528 0.758
C 3.342 4.214 1.232 -0.614
C 3.737 3.839 2.541 -0.367
C 3.819 2.483 2.536 -0.627
O 3.497 1.991 1.323 -0.306
N -0.135 -0.190 -0.071 0.026
C -0.005 -1.268 0.930 -0.661
C -0.727 -2.515 0.432 -1.007
N -0.123 -2.932 -0.814 0.220
C -0.569 -4.240 -1.277 -1.019
C 0.286 -4.711 -2.424 0.373
C -0.280 -5.116 -3.624 -0.319
C 0.522 -5.554 -4.664 -0.628
C 1.898 -5.581 -4.516 -0.383
C 2.470 -5.172 -3.322 -0.641
C 1.668 -4.742 -2.281 -0.128
C -0.296 -1.900 -1.813 -0.796
C 0.428 -0.638 -1.360 -0.543
C -1.844 1.533 1.542 0.722
O -2.448 0.822 0.517 -0.495
C -3.458 1.483 -0.255 -0.901
H -4.513 1.978 4.534 0.391
H -5.776 2.143 3.291 0.263
H -4.679 3.507 3.618 0.407
H -2.517 3.167 4.444 0.495
H -0.080 3.323 4.476 0.446
H 1.253 2.319 2.680 0.403
H 1.439 0.939 0.778 1.512
H 3.227 1.795 -1.181 0.267
H 3.289 3.540 -1.549 0.424
H 3.183 5.207 0.866 0.556
H 3.937 4.494 3.362 0.481
H 4.090 1.775 3.293 0.476
H -1.166 0.020 -0.174 0.814
H -0.429 -0.928 1.875 0.546
H 1.057 -1.489 1.064 0.438
H -0.608 -3.311 1.169 0.500
H -1.807 -2.299 0.331 0.239
H -1.630 -4.224 -1.574 0.371
H -0.461 -4.935 -0.440 0.397
H -1.354 -5.098 -3.744 0.357
H 0.071 -5.874 -5.591 0.390
H 2.523 -5.923 -5.326 0.393
H 3.543 -5.197 -3.201 0.396
H 2.107 -4.428 -1.345 0.404
H 0.141 -2.248 -2.750 0.556
H -1.363 -1.668 -1.993 0.161
H 0.304 0.147 -2.106 0.403
H 1.490 -0.855 -1.221 0.290
H -3.795 0.742 -0.977 0.333
H -4.292 1.788 0.372 0.288
H -3.028 2.341 -0.772 0.312
```

Summary:
Orbital gap ... 9.34 eV
E_LUMO ... -2.10 eV
Charge ... +1
SMILES ... COc1cccc([C@H](c2nnnn2Cc2ccco2)[NH+]2CCN(Cc3ccccc3)CC2)c1OC
Highest occupied orbital energy ... -11.4 eV